The following is a DFT calculation (ωB97M-V/def2-TZVPD) of a cluster of 2 separate species, C5H8O4 in total in a non-equilibrium geometry.

Summary:
* LUMO: 6.808 eV
* net charge: -2
* Kohn-Sham gap: 7.13 eV

Each line ends with the Mulliken charge.
Cartesian coordinates (Å):
O  2.1041  0.3491  0.2773  -0.729
O  -1.4768  -1.1418  0.5785  -0.720
O  -0.3709  -2.5121  1.9879  -0.704
O  2.8394  0.5092  -1.8545  -0.731
C  -0.1073  0.3732  -2.4129  -0.983
C  2.0423  0.5873  -0.9653  0.363
C  0.6129  1.0792  -1.2350  -0.115
C  -1.1529  -0.5103  2.7612  -0.905
C  -1.0357  -1.5593  1.6694  0.600
H  -1.6228  0.3260  2.3599  0.298
H  -1.1126  0.6526  -2.2572  0.286
H  -1.8569  -0.8092  3.6345  0.299
H  0.8703  2.0955  -1.4401  0.247
H  0.2973  0.6960  -3.3986  0.334
H  -0.1018  -0.7854  -2.3301  0.231
H  0.1481  0.8349  -0.2992  0.087
H  -0.0768  -0.1848  2.9242  0.142


The following is a DFT calculation (ωB97M-V/def2-TZVPD) of the molecule C5H8O4 in a non-equilibrium geometry.

Summary:
* LUMO: 0.675 eV
* net charge: 0
* Kohn-Sham gap: 10.17 eV

Each line ends with the Mulliken charge.
Cartesian coordinates (Å):
O  0.1869  -1.3238  -0.8165  -0.475
O  0.1699  1.0794  -0.9182  -0.445
O  1.4698  -0.1279  0.7760  -0.315
O  -2.3346  -0.3708  0.5184  -0.411
C  1.3734  1.0651  0.0642  -0.232
C  1.5633  -1.2448  -0.1990  -0.254
C  -1.8507  0.0427  -0.6761  -0.746
C  -0.9982  -0.0504  1.0115  -0.457
C  -0.4625  -0.0859  -0.4834  1.248
H  1.1505  1.6378  1.2105  0.202
H  -2.6223  -0.3703  -1.5937  0.267
H  -0.9702  0.9456  1.4548  0.330
H  -0.7264  -0.9350  1.6380  0.234
H  2.2605  -0.8325  -0.9607  0.331
H  1.5807  -2.2642  0.3961  0.272
H  -2.1136  1.1968  -0.8567  0.216
H  2.3234  1.6384  -0.5652  0.235


The following is a DFT calculation (ωB97M-V/def2-TZVPD) of a cluster of 2 separate species, C5H8OS in total in a non-equilibrium geometry.

Summary:
* LUMO (alpha / beta): -0.005 / -0.005 eV
* net charge: 0
* SMILES string: CC(O)=S.C#CC
* Kohn-Sham gap (alpha / beta): 8.95 / 8.95 eV

Each line ends with the Mulliken charge.
Cartesian coordinates (Å):
S  1.4870  0.2349  -1.5669  -0.213
O  -0.2115  2.1060  -2.0852  -0.422
C  0.0143  0.7869  -1.8927  0.333
C  0.6726  -0.2547  1.9506  0.605
C  0.2020  0.5136  1.0654  0.071
C  -1.2003  -0.0380  -1.8848  -1.032
C  0.7821  -1.1636  3.0155  -0.892
H  -0.1129  0.4579  -0.0584  -0.567
H  -1.4646  -0.3599  -2.9404  0.317
H  -1.2151  -0.8822  -1.1243  0.317
H  0.2045  -1.0270  3.8907  0.323
H  0.6221  -2.2411  2.5175  0.204
H  -2.2113  0.4390  -1.7760  0.330
H  1.8369  -1.1194  3.2920  0.269
H  0.5942  2.5478  -2.4031  0.358


The following is a DFT calculation (ωB97M-V/def2-TZVPD) of a structure of composition C5H8OS2 in a non-equilibrium geometry.

Summary:
* LUMO: -0.124 eV
* net charge: 0
* Kohn-Sham gap: 8.70 eV

Each line ends with the Mulliken charge.
Cartesian coordinates (Å):
S  -1.6109  0.2822  1.7831  -0.171
S  -1.6211  -1.5778  -4.0331  -0.216
O  -0.9278  -1.5936  -1.4756  -0.285
C  -0.0099  -1.0376  -0.3349  -0.523
C  -0.0270  1.1465  1.1595  -0.161
C  1.1928  0.9912  1.9428  -0.934
C  -0.7909  0.2191  0.0785  0.018
C  -0.5394  -1.1836  -2.7772  -0.087
H  0.3892  -0.4685  -3.0199  0.259
H  2.0057  -0.1052  2.0573  0.245
H  2.0648  1.8895  1.6509  0.272
H  -0.2355  -1.7462  0.4486  0.330
H  -1.3732  0.6539  -0.9307  0.326
H  0.8729  1.1828  3.1474  0.257
H  -0.3880  2.2986  1.0697  0.315
H  0.9984  -0.9512  -0.7665  0.354


The following is a DFT calculation (ωB97M-V/def2-TZVPD) of the molecule C5H8OS2 in a non-equilibrium geometry.

Summary:
* LUMO: -0.409 eV
* net charge: 0
* SMILES string: CCC(=S)SCC=O
* Kohn-Sham gap: 8.42 eV

Each line ends with the Mulliken charge.
Cartesian coordinates (Å):
S  -0.5549  0.9451  0.7691  -0.015
S  0.9777  0.0023  -1.5956  -0.371
O  2.3496  1.8238  2.7343  -0.506
C  -1.4292  -1.9759  -0.3268  -0.745
C  2.1203  1.1749  1.6345  0.155
C  -1.4908  -0.6235  -1.2054  -0.532
C  -0.3487  0.2231  -0.7363  0.279
C  1.0603  1.8509  0.6240  -0.542
H  -2.4749  -2.5498  -0.1705  0.269
H  -2.5052  0.0039  -1.0900  0.260
H  1.1500  2.7530  1.1757  0.408
H  -0.7891  -2.8363  -1.1205  0.224
H  2.5497  0.1240  1.3720  0.277
H  -1.3201  -0.9007  -2.3107  0.334
H  1.5073  1.7109  -0.4114  0.226
H  -0.8020  -1.7256  0.6577  0.280


The following is a DFT calculation (ωB97M-V/def2-TZVPD) of the molecule C5H8OSe in a non-equilibrium geometry.

Summary:
* LUMO: -1.075 eV
* net charge: 0
* Kohn-Sham gap: 7.39 eV

Each line ends with the Mulliken charge.
Cartesian coordinates (Å):
Se  1.9301  0.7285  -0.1498  0.043
O  0.8590  -3.0864  -0.0183  -0.543
C  -0.9806  1.0536  0.3261  -0.380
C  0.2527  1.6860  -0.3220  -0.621
C  1.2958  -0.9249  0.5722  -0.506
C  1.0928  -1.9547  -0.3442  0.009
C  -1.1396  -0.3282  0.1072  -0.715
H  1.2946  -1.6574  -1.3679  0.380
H  -1.7837  1.5058  -0.2208  0.336
H  0.3029  2.7384  -0.1366  0.399
H  -1.0996  1.3907  1.3278  0.324
H  -1.2521  -0.6647  -0.9338  0.319
H  1.0640  -0.9369  1.7285  0.382
H  -1.6437  -1.0568  0.8071  0.308
H  -0.1926  1.5070  -1.3754  0.267


The following is a DFT calculation (ωB97M-V/def2-TZVPD) of the molecule C5H8P2 in a non-equilibrium geometry.

Summary:
* LUMO: 0.242 eV
* net charge: 0
* SMILES string: CP1=CC=CC=1P
* Kohn-Sham gap: 8.78 eV

Each line ends with the Mulliken charge.
Cartesian coordinates (Å):
P  -2.6150  -0.0188  -0.1994  -0.147
P  0.3828  0.6727  -0.8204  -0.026
C  -0.8818  -0.4510  -0.3014  0.057
C  1.6194  -0.5496  -0.3164  -0.382
C  0.9294  1.8797  0.4951  -1.067
C  -0.3581  -1.7081  -0.2399  -0.073
C  1.0475  -1.7292  -0.1573  -0.436
H  1.9109  2.1346  0.1853  0.342
H  0.2877  2.7974  0.4987  0.302
H  0.9368  1.4346  1.4058  0.388
H  -2.4715  0.9570  -1.1221  0.009
H  2.5631  -0.1761  0.0795  0.375
H  -2.5983  0.9835  0.9457  0.030
H  1.5595  -2.6544  0.1510  0.350
H  -1.1153  -2.5965  -0.2013  0.277


The following is a DFT calculation (ωB97M-V/def2-TZVPD) of the molecule C5H8P4 in a non-equilibrium geometry.

Summary:
* LUMO: -0.665 eV
* net charge: 0
* SMILES string: C=[P@@H]1CPc2[pH]cpc21
* Kohn-Sham gap: 7.27 eV

Each line ends with the Mulliken charge.
Cartesian coordinates (Å):
P  0.9378  0.0360  -1.3002  0.490
P  -1.2908  -0.4052  2.4684  0.027
P  1.5145  0.3701  1.7456  -0.101
P  -2.0781  -0.6258  -0.4292  -0.063
C  0.3204  0.1731  3.0062  -0.448
C  1.6827  1.3200  -1.9419  -0.979
C  -0.8492  -0.3726  -1.8500  -0.925
C  0.4874  -0.0414  0.4069  0.021
C  -0.8287  -0.0730  0.8405  -0.018
H  2.0360  1.8653  -1.0153  0.248
H  -2.2932  0.2191  3.0625  0.051
H  -1.2368  0.6119  -2.2319  0.405
H  0.6230  0.2959  3.9801  0.416
H  1.1484  -1.3039  -1.6317  0.029
H  -1.5547  -1.9226  0.0073  0.062
H  -0.9540  -1.3403  -2.3682  0.451
H  2.3353  1.1933  -2.7491  0.330


Energy above the lowest of the compared OMol25 structures with the same formula, charge and spin, record by record: 2.040 6.717 4.209 5.389 3.673 2.935 0.704 2.273 eV